Record 1
C23H30AgB2O31 as an isolated structure at a distorted geometry, computed with the ωB97M-V functional and the def2-TZVPD basis.

Values from the calculation:
* charge: -1
* HOMO level: -7.85 eV
* strongest force on any atom: 5.6 eV/A
* E: -3424.08272 hartree
* HOMO-LUMO gap: 9.451 eV

Structure (XYZ):
```
87
C23H30AgB2O31 (the ωB97M-V functional and the def2-TZVPD basis)
Ag -0.2327 0.4359 0.1641
O 0.8243 -1.9910 -0.2762
C 1.8252 -2.3659 -0.9221
O 2.9156 -2.9886 -0.4589
B 3.9499 -3.0490 -1.5031
O 3.2917 -2.4819 -2.7534
C 2.0833 -2.0757 -2.4212
O 1.3084 -1.5116 -3.1158
O 4.5911 -4.3780 -1.7400
C 5.8918 -4.3296 -1.5407
O 6.7259 -5.2024 -1.7377
C 6.1728 -2.9060 -1.0908
O 5.0405 -2.1895 -1.0781
O 7.3011 -2.4221 -0.7568
O -1.0061 5.8071 1.6564
C -1.4906 4.7195 2.0873
O -2.4725 4.6761 2.9931
B -2.8160 3.2669 3.2363
O -1.8326 2.4277 2.5139
C -1.0797 3.2320 1.8054
O -0.2969 2.8011 0.9875
O -2.9004 3.0052 4.6795
C -4.0007 2.4769 4.9918
O -4.4257 2.1845 6.1219
C -4.8524 2.4461 3.7631
O -4.1617 2.9810 2.7869
O -6.0447 2.2137 3.7820
C -2.5071 4.3686 -1.3764
O -1.4807 3.8771 -2.2134
C -1.2376 2.5585 -2.3185
O -1.7146 1.6308 -1.6367
O -0.2943 2.3994 -3.2775
C -0.1480 1.0940 -3.8911
H -2.1260 4.7256 -0.4196
H -3.2799 3.6259 -1.1784
H -2.9597 5.2865 -1.7514
H 0.6974 1.4127 -4.5009
H -0.9913 0.8116 -4.5213
H 0.0644 0.4301 -3.0531
C -4.3070 1.1824 0.1127
O -4.4397 -0.0168 0.8720
C -3.5028 -0.8767 1.0525
O -2.2856 -0.8430 0.7459
O -4.1643 -1.8811 1.7317
C -3.3978 -2.8635 2.4304
H -5.2215 1.7256 0.3508
H -4.3918 1.0461 -0.9654
H -3.3791 1.6521 0.4391
H -2.8608 -3.3421 1.6114
H -4.0030 -3.5835 2.9814
H -2.5607 -2.4409 2.9860
C 5.5445 1.0794 -0.4945
O 4.1911 0.5907 -0.7111
C 3.1031 1.4341 -0.7392
O 1.9662 1.0139 -0.8479
O 3.3981 2.7355 -0.6358
C 2.2957 3.6588 -0.7237
H 5.8428 1.6314 -1.3858
H 6.1511 0.1951 -0.2997
H 5.5982 1.8466 0.2779
H 2.4843 4.6619 -1.1062
H 1.9453 3.9422 0.2688
H 1.4974 3.2838 -1.3641
C -1.7857 -2.5141 -1.8223
O -0.8339 -3.3857 -2.3071
C -1.2190 -4.3659 -3.1672
O -2.3378 -4.5651 -3.5577
O -0.1347 -5.0931 -3.5864
C -0.2046 -5.8897 -4.7391
H -2.1497 -2.8653 -0.8568
H -2.5833 -2.2778 -2.5267
H -1.3218 -1.5437 -1.6458
H 0.5597 -6.6652 -4.6893
H 0.0310 -5.2872 -5.6163
H -1.1196 -6.4574 -4.9082
C 1.9049 2.0460 4.0064
O 1.9773 0.5966 4.1245
C 1.4484 -0.1817 3.2199
O 1.1877 0.1657 2.0924
O 1.2442 -1.4008 3.7504
C 0.5321 -2.4057 3.0167
H 2.6322 2.4191 4.7275
H 0.9017 2.4674 4.0712
H 2.3197 2.3615 3.0491
H -0.3249 -1.9737 2.5001
H 0.1322 -3.0810 3.7731
H 1.3088 -2.9385 2.4680
```

***

Record 2
C23H30Br2Cl33NO5S as an isolated structure at a distorted geometry, computed with the ωB97M-V functional and the def2-TZVPD basis.

Values from the calculation:
* HOMO level: -10.32 eV
* strongest force on any atom: 2.1 eV/A
* E: -22057.78340 hartree
* HOMO-LUMO gap: 10.316 eV

Structure (XYZ):
```
95
C23H30Br2Cl33NO5S (the ωB97M-V functional and the def2-TZVPD basis)
C 4.0233 -2.7137 0.6275
C 5.1270 -1.8823 -0.0200
C 4.8357 -1.4208 -1.4580
C 3.3771 -1.0996 -1.7860
C 2.6944 -0.1518 -0.7996
C 1.7058 0.7883 -1.5132
C 0.3231 0.8856 -0.9550
O -0.4747 1.6094 -1.9953
C -0.1669 2.8562 -2.0301
N 0.0386 3.9656 -1.7747
O 0.1502 1.6784 0.2170
S -1.3443 1.4298 0.7771
O -2.1994 2.5391 0.6101
O -1.2955 0.8207 2.0539
O -1.7846 0.3071 -0.3058
C -0.5288 -0.3357 -0.6467
C -0.6364 -1.4709 -1.6584
Br 0.4247 -2.9722 -0.9619
C -2.0889 -1.9706 -1.8671
C -1.9924 -3.0978 -2.8966
Br -2.7543 -2.7085 -0.1791
H 3.3411 -2.0570 1.1569
H 3.4756 -3.3182 -0.0857
H 4.4487 -3.3538 1.3900
H 6.0227 -2.4975 -0.0703
H 5.3985 -1.0371 0.6053
H 5.4569 -0.5647 -1.7112
H 5.1503 -2.2283 -2.1123
H 2.8364 -2.0244 -1.9335
H 3.3825 -0.5988 -2.7504
H 3.4666 0.4620 -0.3477
H 2.2155 -0.6886 0.0103
H 2.1192 1.7930 -1.4612
H 1.6051 0.5736 -2.5698
H -0.2516 -0.7863 0.3026
H -0.2710 -1.1917 -2.6397
H -2.7531 -1.1755 -2.1745
H -1.8680 -4.0081 -2.3414
H -1.1127 -2.9842 -3.5194
H -2.9117 -3.1740 -3.4647
C -2.9097 -0.8374 4.9999
Cl -3.1264 -2.3593 4.1405
Cl -4.4684 -0.1772 5.5129
Cl -1.8379 -1.0406 6.3847
H -2.4532 -0.1314 4.3173
C 1.0026 4.7840 2.0232
Cl -0.2488 5.3596 3.1219
Cl 1.7753 6.1305 1.1973
Cl 2.1947 3.8071 2.9027
H 0.5389 4.1557 1.2733
C -1.5058 6.8100 -2.1660
Cl -1.8775 6.2694 -3.8028
Cl -0.6104 8.3325 -2.2083
Cl -2.9802 6.9751 -1.2073
H -0.8780 6.0621 -1.6989
C 5.7559 4.8871 2.1625
Cl 5.8815 5.8661 0.6998
Cl 6.9162 3.5567 2.1230
Cl 5.9836 5.8739 3.6032
H 4.7615 4.4646 2.1994
C 0.0391 1.0345 9.0159
Cl -0.1951 1.9986 10.4730
Cl 1.6474 1.2936 8.3417
Cl -0.2358 -0.6766 9.3439
H -0.6880 1.3526 8.2809
C 5.4211 -6.0763 3.0706
Cl 5.8420 -5.8555 4.7663
Cl 3.6951 -5.8084 2.8146
Cl 6.3931 -5.0198 2.0408
H 5.6422 -7.0989 2.7994
C -4.7970 3.2025 -1.6466
Cl -3.3771 3.1191 -2.6852
Cl -5.4256 4.8463 -1.6431
Cl -6.0127 2.0291 -2.1538
H -4.4893 2.9615 -0.6367
C -5.9150 0.4477 2.0995
Cl -4.4026 0.1762 1.2367
Cl -6.4055 2.1426 2.0095
Cl -7.1874 -0.6065 1.4801
H -5.7541 0.2046 3.1406
C -9.6302 1.5096 -4.2505
Cl -11.0257 0.6849 -4.9461
Cl -8.4538 0.3466 -3.6404
Cl -8.8877 2.5916 -5.4268
H -9.9736 2.1056 -3.4165
C -0.5790 -6.9581 -1.6010
Cl 0.8308 -6.6180 -0.5901
Cl -2.0663 -6.8219 -0.6671
Cl -0.6051 -5.8631 -2.9833
H -0.5008 -7.9711 -1.9697
C 3.5675 -2.7952 -5.6777
Cl 2.1621 -2.3612 -4.6966
Cl 4.3262 -1.3525 -6.3447
Cl 4.7195 -3.7405 -4.7391
H 3.2229 -3.4085 -6.4983
```

***

Record 3
One molecule with the formula C23H30N2O3, computed with the ωB97M-V functional and the def2-TZVPD basis.

Values from the calculation:
* HOMO level: -8.25 eV
* SMILES: CCOc1ccc(C(=O)N2CCN(CCc3ccccc3)CC2)cc1OCC
* strongest force on any atom: 0.7 eV/A
* E: -1229.64699 hartree
* HOMO-LUMO gap: 9.028 eV

Structure (XYZ):
```
58
C23H30N2O3 (the ωB97M-V functional and the def2-TZVPD basis)
C -6.5534 -0.5959 -2.3037
C -6.5727 -0.9156 -0.8117
O -5.3048 -1.2953 -0.3177
C -4.3486 -0.3490 -0.0631
C -4.5487 1.0191 -0.2056
C -3.5391 1.9305 0.0470
C -2.2847 1.4893 0.4340
C -1.2101 2.4791 0.7593
O -1.3369 3.2726 1.6756
N -0.1057 2.4500 -0.0205
C 0.1304 1.5919 -1.1543
C 1.3618 0.7201 -0.8897
N 2.4945 1.5845 -0.6284
C 3.7825 0.9333 -0.6707
C 4.0485 -0.1359 0.4135
C 5.4139 -0.7204 0.2174
C 6.5256 -0.1387 0.8142
C 7.7919 -0.6522 0.6000
C 7.9649 -1.7550 -0.2190
C 6.8644 -2.3402 -0.8213
C 5.5992 -1.8246 -0.6054
C 2.2531 2.3962 0.5488
C 1.0337 3.2833 0.2940
C -2.0841 0.1283 0.6165
C -3.0901 -0.8016 0.3850
O -2.7131 -2.1035 0.5581
C -3.6340 -3.0659 1.0454
C -4.1980 -2.6975 2.4125
H -6.1778 -1.4525 -2.8580
H -5.9108 0.2555 -2.5132
H -7.5611 -0.3706 -2.6418
H -7.2011 -1.7932 -0.6319
H -6.9827 -0.0786 -0.2338
H -5.5075 1.3958 -0.5235
H -3.7258 2.9868 -0.0667
H 0.3310 2.2221 -2.0295
H -0.7447 0.9734 -1.3505
H 1.1429 0.0466 -0.0430
H 1.5767 0.1133 -1.7716
H 3.8827 0.4667 -1.6554
H 4.5472 1.7116 -0.5911
H 3.9773 0.3269 1.3993
H 3.2929 -0.9198 0.3379
H 6.3956 0.7208 1.4570
H 8.6465 -0.1918 1.0743
H 8.9530 -2.1578 -0.3855
H 6.9922 -3.2019 -1.4604
H 4.7426 -2.2870 -1.0759
H 2.0610 1.7841 1.4469
H 3.1294 3.0210 0.7311
H 1.2382 3.9495 -0.5509
H 0.7852 3.8734 1.1772
H -1.1326 -0.2496 0.9577
H -3.0347 -3.9783 1.1168
H -4.4456 -3.2284 0.3306
H -4.8133 -1.8038 2.3415
H -4.8085 -3.5139 2.7884
H -3.3887 -2.5070 3.1139
```

***

Record 4
One molecule with the formula C23H30N2O3S, computed with the ωB97M-V functional and the def2-TZVPD basis.

Values from the calculation:
* HOMO level: -8.37 eV
* SMILES: O=C(Cc1cccs1)N(Cc1ccco1)C1(C(=O)NC2CCCC2)CCCCC1
* strongest force on any atom: 0.9 eV/A
* E: -1627.86256 hartree
* HOMO-LUMO gap: 9.031 eV

Structure (XYZ):
```
59
C23H30N2O3S (the ωB97M-V functional and the def2-TZVPD basis)
O -1.0379 -1.3814 0.9105
C -0.1698 -1.0699 0.1054
C 0.8733 -2.1182 -0.2633
C 2.1902 -1.8211 0.3771
C 3.4255 -2.2211 -0.0274
C 4.4558 -1.8078 0.8478
C 3.9870 -1.1062 1.9078
S 2.2753 -0.9395 1.8670
N -0.0474 0.1643 -0.4387
C 0.6857 0.3201 -1.6868
C 2.1697 0.4595 -1.5339
C 2.9714 1.1728 -0.6914
C 4.3045 0.9017 -1.0846
C 4.2162 0.0498 -2.1385
O 2.9306 -0.2238 -2.4178
C -0.9100 1.2979 -0.0005
C -2.2849 1.0609 -0.6946
O -2.5833 1.6314 -1.7278
N -3.0728 0.1804 -0.0670
C -4.3158 -0.3003 -0.6346
C -5.3399 -0.5499 0.4873
C -5.4342 -2.0758 0.6594
C -4.2505 -2.6430 -0.1252
C -4.1171 -1.6723 -1.2933
C -0.3538 2.6447 -0.5019
C -0.7722 3.7938 0.4111
C -0.0825 3.6764 1.7717
C 0.0793 2.2019 2.1524
C -1.0350 1.3631 1.5349
H 0.4875 -3.0654 0.1314
H 1.0081 -2.2349 -1.3390
H 3.5977 -2.7896 -0.9240
H 5.4962 -2.0249 0.6860
H 4.5363 -0.6728 2.7193
H 0.5045 -0.5413 -2.3384
H 0.2792 1.1859 -2.2119
H 2.6709 1.7976 0.1238
H 5.1963 1.2892 -0.6375
H 4.9612 -0.4130 -2.7540
H -2.6537 -0.4009 0.6513
H -4.6418 0.4570 -1.3513
H -4.9992 -0.0686 1.4035
H -6.3080 -0.1240 0.2287
H -6.3671 -2.4429 0.2291
H -5.4094 -2.3706 1.7071
H -3.3434 -2.6205 0.4804
H -4.4222 -3.6685 -0.4492
H -4.9085 -1.8464 -2.0231
H -3.1550 -1.7385 -1.7999
H -0.7558 2.8396 -1.4986
H 0.7327 2.6196 -0.5522
H -0.5075 4.7407 -0.0620
H -1.8567 3.7818 0.5258
H -0.6745 4.1973 2.5258
H 0.8968 4.1573 1.7365
H 0.0582 2.0882 3.2370
H 1.0399 1.8157 1.8089
H -1.9992 1.8086 1.7850
H -1.0066 0.3700 1.9727
```

***

Record 5
One molecule with the formula C23H30N2O5, computed with the ωB97M-V functional and the def2-TZVPD basis.

Values from the calculation:
* HOMO level: -7.64 eV
* SMILES: CCOc1cc(N2CCOCC2)c(OCC)cc1NC(=O)Cc1cccc(OC)c1
* strongest force on any atom: 0.6 eV/A
* E: -1380.11996 hartree
* HOMO-LUMO gap: 8.324 eV

Structure (XYZ):
```
60
C23H30N2O5 (the ωB97M-V functional and the def2-TZVPD basis)
C -2.0521 2.0440 -2.3300
C -0.6088 2.5354 -2.2991
O 0.2766 1.5832 -1.7473
C 0.2161 1.3147 -0.3972
C -0.4022 2.0982 0.5599
C -0.3778 1.7572 1.9058
N -1.0473 2.6503 2.7940
C -0.1920 3.2360 3.8157
C -0.9859 4.3386 4.5168
O -2.1627 3.8314 5.1029
C -2.9769 3.2165 4.1317
C -2.2377 2.0869 3.4135
C 0.2790 0.5866 2.3149
O 0.2325 0.2864 3.6450
C 0.9586 -0.8207 4.1451
C 2.4562 -0.5499 4.2459
C 0.9069 -0.2013 1.3571
C 0.8814 0.1495 0.0172
N 1.4938 -0.6094 -0.9807
C 2.2043 -1.7582 -0.8808
O 2.4737 -2.3294 0.1528
C 2.6636 -2.2680 -2.2508
C 1.5093 -2.3402 -3.2072
C 1.2448 -1.2991 -4.0946
C 0.1429 -1.3636 -4.9250
C -0.7109 -2.4538 -4.8947
C -0.4522 -3.5013 -4.0171
O -1.2082 -4.6268 -3.8995
C -2.3345 -4.7734 -4.7287
C 0.6573 -3.4298 -3.1753
H -2.4191 1.8738 -1.3209
H -2.6817 2.7839 -2.8162
H -2.1117 1.1086 -2.8817
H -0.5335 3.4902 -1.7654
H -0.2402 2.6819 -3.3185
H -0.9197 3.0070 0.2999
H 0.6898 3.6608 3.3313
H 0.1271 2.4926 4.5614
H -0.4053 4.7786 5.3297
H -1.2433 5.1199 3.7849
H -3.8497 2.8330 4.6632
H -3.2982 3.9648 3.3904
H -2.8729 1.6641 2.6321
H -1.9858 1.2978 4.1387
H 0.7641 -1.7151 3.5425
H 0.5418 -0.9798 5.1443
H 2.8892 -0.3902 3.2621
H 2.9473 -1.4001 4.7108
H 2.6330 0.3363 4.8511
H 1.4217 -1.1084 1.6208
H 1.3241 -0.2403 -1.9088
H 3.4313 -1.5867 -2.6242
H 3.1097 -3.2511 -2.1001
H 1.9084 -0.4475 -4.1489
H -0.0593 -0.5552 -5.6125
H -1.5620 -2.4763 -5.5565
H -2.0571 -4.7759 -5.7879
H -3.0736 -3.9859 -4.5479
H -2.7677 -5.7380 -4.4690
H 0.8366 -4.2482 -2.4957
```

***

Record 6
One molecule with the formula C23H30N4O3, computed with the ωB97M-V functional and the def2-TZVPD basis.

Values from the calculation:
* HOMO level: -8.31 eV
* SMILES: CCOc1ccccc1CN1CCNC(=O)[C@@H]1CC(=O)N(C)CCc1ccccn1
* strongest force on any atom: 0.5 eV/A
* E: -1339.20549 hartree
* HOMO-LUMO gap: 9.033 eV

Structure (XYZ):
```
60
C23H30N4O3 (the ωB97M-V functional and the def2-TZVPD basis)
C -1.4031 -0.4583 4.5158
C -0.2191 -0.2952 3.5678
O -0.4395 0.6904 2.5811
C -1.2896 0.4374 1.5344
C -1.8235 -0.8102 1.2359
C -2.6265 -0.9775 0.1202
C -2.9075 0.0916 -0.7082
C -2.3884 1.3371 -0.4053
C -1.5917 1.5306 0.7102
C -1.0408 2.9042 1.0006
N -0.0248 3.2418 0.0154
C 0.2592 4.6460 -0.1260
C 1.0785 5.1843 1.0530
N 2.2731 4.3810 1.1620
C 2.4060 3.1201 0.7133
O 3.4717 2.5318 0.7894
C 1.1778 2.4367 0.1130
C 1.5542 1.8647 -1.2738
C 0.8737 0.5372 -1.5478
O 0.0077 0.4311 -2.3986
N 1.2584 -0.5254 -0.8020
C 2.3395 -0.5732 0.1530
C 0.5765 -1.7818 -1.0331
C 1.2457 -2.6168 -2.1365
C 0.4164 -3.8325 -2.4162
C -0.7447 -3.7406 -3.1815
C -1.4982 -4.8815 -3.3871
C -1.0727 -6.0751 -2.8215
C 0.0922 -6.0607 -2.0727
N 0.8172 -4.9735 -1.8720
H -1.1613 -1.1909 5.2809
H -1.6270 0.4921 4.9940
H -2.2878 -0.7876 3.9763
H 0.6523 0.0700 4.1198
H 0.0460 -1.2561 3.1087
H -1.6124 -1.6678 1.8554
H -3.0243 -1.9581 -0.0979
H -3.5208 -0.0428 -1.5851
H -2.5914 2.1803 -1.0465
H -0.6622 2.9368 2.0331
H -1.8482 3.6353 0.9011
H 0.8367 4.7810 -1.0461
H -0.6775 5.1978 -0.2206
H 0.4896 5.1263 1.9779
H 1.3589 6.2280 0.8888
H 3.0937 4.7854 1.5912
H 0.9682 1.6010 0.7867
H 2.6370 1.7584 -1.3516
H 1.2122 2.5595 -2.0414
H 2.8935 0.3592 0.1993
H 3.0317 -1.3738 -0.1183
H 1.9454 -0.7887 1.1511
H -0.4463 -1.5468 -1.3373
H 0.5527 -2.3493 -0.1000
H 1.3189 -1.9980 -3.0318
H 2.2424 -2.9273 -1.8225
H -1.0368 -2.7906 -3.6019
H -2.4017 -4.8452 -3.9793
H -1.6292 -6.9892 -2.9592
H 0.4705 -6.9625 -1.6076
```

***

Record 7
C23H30N4O3PPdTe as an isolated structure, computed with the ωB97M-V functional and the def2-TZVPD basis.

Values from the calculation:
* charge: +1
* HOMO level (alpha / beta): -10.22 / -10.22 eV
* strongest force on any atom: 0.5 eV/A
* E: -2076.35155 hartree
* HOMO-LUMO gap (alpha / beta): 6.953 / 6.945 eV

Structure (XYZ):
```
63
C23H30N4O3PPdTe (the ωB97M-V functional and the def2-TZVPD basis)
Pd 0.0227 -0.0707 -0.4410
C 2.7180 -0.7867 -1.3648
C 2.1257 -1.2535 -2.6917
C 1.3589 -0.1855 -3.4372
C 1.4665 -0.0580 -4.8165
C 0.7471 0.9341 -5.4585
C -0.0521 1.7793 -4.7035
C -0.1016 1.5847 -3.3369
N 0.5835 0.6231 -2.7114
N 1.8312 -0.9974 -0.1874
C 2.4316 -0.3406 1.0101
C 2.4649 1.1607 0.8966
C 3.4417 1.9325 1.5040
C 3.3258 3.3119 1.4354
C 2.2516 3.8714 0.7590
C 1.3311 3.0244 0.1683
N 1.4415 1.6992 0.2348
C 1.6862 -2.4548 0.1157
C 0.3793 -3.0935 -0.2817
C 0.1496 -4.4353 -0.0064
C -1.0707 -4.9794 -0.3596
C -2.0245 -4.1742 -0.9704
C -1.7125 -2.8511 -1.2045
N -0.5280 -2.3275 -0.8735
H 2.9521 0.2756 -1.4063
H 3.6508 -1.3272 -1.1704
H 1.4673 -2.1112 -2.5279
H 2.9361 -1.6107 -3.3274
H 2.1110 -0.7280 -5.3696
H 0.8132 1.0515 -6.5320
H -0.6267 2.5741 -5.1574
H -0.7114 2.2176 -2.7023
H 3.4365 -0.7399 1.1876
H 1.7957 -0.6087 1.8566
H 4.2666 1.4656 2.0250
H 4.0677 3.9459 1.9024
H 2.1296 4.9426 0.6837
H 0.4720 3.4042 -0.3714
H 1.8126 -2.5869 1.1897
H 2.5101 -2.9913 -0.3648
H 0.9067 -5.0358 0.4805
H -1.2821 -6.0211 -0.1580
H -2.9917 -4.5629 -1.2551
H -2.4208 -2.1725 -1.6623
C -2.0640 3.4679 2.7336
C -1.1382 2.5152 3.4479
O -0.6694 1.4373 2.5993
P -1.5476 0.2975 1.9616
O -0.7355 -0.9415 1.7583
Te -2.3201 0.9700 -0.2353
O -2.7104 0.1560 3.0214
C -3.6774 -0.9305 2.9542
C -4.9801 -0.4618 2.3560
H -2.3414 4.2656 3.4248
H -2.9816 2.9807 2.4043
H -1.5810 3.9147 1.8647
H -1.6034 2.0733 4.3277
H -0.2235 3.0184 3.7555
H -3.8074 -1.2454 3.9873
H -3.2284 -1.7567 2.4012
H -5.3340 0.4341 2.8659
H -5.7341 -1.2407 2.4799
H -4.8857 -0.2483 1.2922
```